Entry 1:
This record from the OMol25 dataset describes a 4-piece molecular cluster, C35H54BrN3O4S overall at a distorted geometry. The level of theory is ωB97M-V/def2-TZVPD.

Values from the calculation:
SMILES: CCCNc1cc2c(c(C)c1[C@H](Br)CC)Sc1ccccc1N2CCCCN(C)C(C)=O.CC(C)=O.CC(C)=O.CC(C)=O
HOMO: -7.47 eV
net charge: 0

```
98
Properties=species:S:1:pos:R:3:forces:R:3
H -4.7368 -0.5867 2.1045 -0.1 0.1 0.1
H 2.0157 -0.1741 -4.3444 0.1 0.2 0.1
H 2.8392 -5.1376 -9.6326 -0.1 0.2 0.1
H -6.7784 2.8518 0.8865 0.1 0.0 -0.1
O 5.0068 -6.2604 -7.7562 -0.1 0.0 0.0
C 4.9798 -3.9259 -8.2077 0.2 -0.2 0.1
H 1.9244 0.3543 1.8596 -0.3 0.1 -0.1
C -1.2127 0.4987 -0.1775 0.2 -1.4 -0.7
C 3.2051 -0.2065 -6.1252 0.0 -0.1 0.0
C 4.3746 -5.3047 -8.1448 0.1 0.0 0.0
C -0.2929 4.0513 2.9314 0.0 0.0 0.0
H 2.2938 -4.8205 -7.9638 0.0 0.1 -0.1
H 3.2574 -1.4376 -4.3846 0.0 0.0 0.0
H -2.5252 3.3492 1.9588 -0.1 -0.1 -0.1
H -2.5707 0.7721 3.5077 -0.1 0.1 0.2
H 6.8372 2.0144 4.5614 0.1 0.0 -0.1
H 3.7327 0.2458 -4.0983 -0.2 0.1 0.1
H 6.9352 0.6505 3.4154 0.1 0.1 0.0
H 0.0386 1.6433 5.4345 0.2 0.1 0.0
C -7.4447 0.4907 -1.3925 -1.2 0.1 -0.5
C -0.3019 1.3848 0.3573 0.0 0.3 0.0
C -4.5617 0.0696 2.9563 0.9 1.0 1.4
H -6.0914 -1.0153 -2.0355 0.1 0.1 0.0
C 2.9445 1.1770 -6.6677 0.1 -0.1 -0.3
C 0.4364 2.2102 4.5853 -0.7 -0.1 0.2
H 4.4219 -3.2422 -7.5664 -0.1 0.1 -0.2
C -3.0630 1.6461 0.8282 -0.1 0.4 0.3
H 1.3436 2.7238 4.9095 0.1 -0.2 -0.2
C -4.7271 1.5610 2.5840 -0.7 0.1 -0.4
N -4.4244 1.8843 1.1698 0.3 -0.8 -0.2
C 3.2831 -0.2013 0.3428 -0.4 0.0 0.8
N 0.1492 3.3103 1.7375 -0.7 0.0 0.9
H -1.4424 -5.1595 2.4362 0.0 0.0 -0.2
H -0.4225 -3.5975 4.2483 0.2 0.2 0.0
H 3.0981 1.1772 -7.7450 0.0 0.0 0.0
C -0.6068 -2.5928 3.8615 -0.4 0.1 0.3
C 1.8316 0.0747 0.8006 0.7 0.2 0.1
H 3.8438 -0.4849 1.2392 0.1 -0.2 -0.2
H -8.2764 0.1625 -2.0064 0.2 -0.2 -0.1
C -5.3855 1.3705 0.2553 -0.4 0.6 0.5
H -2.6541 -4.5854 1.2137 0.1 -0.3 0.2
H -5.7548 1.8926 2.7625 0.1 -0.1 -0.1
C -2.1496 2.5309 1.3563 -0.3 1.1 0.7
H 5.6604 0.6915 4.6466 0.0 0.0 0.0
Br 1.6020 1.3562 -1.8339 0.0 0.2 0.2
C -1.9311 -4.3003 1.9763 -0.3 0.9 0.3
C -3.1417 -0.1550 3.5879 -0.1 -0.3 -1.5
H 0.5466 4.6869 3.2336 -0.1 0.0 -0.2
H -4.1095 2.2215 3.1978 0.1 -0.3 0.1
C 6.0015 2.9371 2.0022 -0.3 0.0 -0.1
H -1.1219 4.7141 2.6728 0.1 0.0 0.0
O -3.8566 -3.7955 3.3172 1.2 0.4 -0.4
H 4.9675 -3.5595 -9.2356 -0.1 0.1 0.0
O 3.5315 -1.1181 -6.8514 0.0 0.0 0.0
C -2.7010 -3.5198 3.0504 -1.1 -0.5 0.6
H -3.2135 -0.4241 4.6400 0.0 -0.1 -0.1
H 0.2396 -0.9311 -0.9220 -0.1 -0.1 -0.1
H 2.6273 -6.4797 -8.4936 0.0 0.0 0.0
H -0.8745 -0.3015 -2.1039 -0.2 -0.4 0.0
H 1.6814 2.1646 0.5039 0.0 0.0 -0.5
C 3.0408 -0.4017 -4.6390 0.1 -0.3 -0.2
H -0.0522 -2.4244 2.9279 0.0 -0.2 0.1
H -1.3715 -0.7623 2.5068 0.1 -0.3 0.0
H 3.7259 0.7283 -0.0176 0.1 -0.2 -0.2
C -2.5722 0.6128 0.0669 -1.1 -0.3 -0.3
H -8.5765 2.1201 -0.5211 0.0 -0.1 -0.2
O 4.1464 1.9065 3.0702 -0.1 0.0 0.0
C 5.3486 2.0354 3.0202 0.0 0.0 0.0
H 1.2163 -0.8243 0.7785 0.0 0.1 -0.1
H -5.2838 -0.1318 3.7524 -0.2 -0.2 -0.3
C 1.1814 1.2854 0.1092 -0.2 -0.6 0.3
H 3.3486 -1.0121 -0.3819 0.1 0.3 -0.2
C -7.6358 1.5861 -0.5787 -0.4 0.3 0.3
H 3.6320 1.8917 -6.2128 -0.1 0.1 0.1
H -1.4144 -1.5510 -0.9050 0.0 0.1 -0.1
C 6.2590 1.3008 3.9725 -0.3 -0.1 0.1
H -0.8808 3.8760 4.9718 0.1 -0.1 -0.1
H 6.6667 2.3562 1.3614 0.1 0.1 0.1
H 0.9484 2.7723 2.0529 0.1 0.1 -0.3
C -0.8041 2.4240 1.1672 1.7 -0.2 -0.2
H -1.1991 -3.6318 1.5140 0.1 -0.3 0.0
C -5.2285 0.2917 -0.5746 1.5 -0.6 0.0
C -6.2391 -0.1461 -1.4039 0.0 -0.6 -0.4
H 5.2341 3.4004 1.3848 0.0 0.0 0.0
H -0.2561 -1.8473 4.5808 0.1 -0.2 0.0
C -2.3134 -1.2280 2.8144 -0.6 0.5 1.6
C 2.9376 -5.4409 -8.5891 0.0 -0.3 0.1
N -2.0667 -2.4061 3.7227 0.8 -0.4 -1.7
H 0.6324 1.4539 3.8170 0.3 0.2 0.0
C -0.8019 -0.6656 -1.0747 0.4 0.7 0.2
C -0.6627 3.1881 4.1445 0.1 0.0 0.3
H 6.0111 -3.9693 -7.8623 0.0 0.0 0.0
C -6.6146 2.0052 0.2267 -0.1 0.8 0.6
H 1.9153 1.4722 -6.4577 0.1 0.1 0.1
H -2.8447 -1.5455 1.9125 0.1 0.1 0.1
H 6.5688 3.7207 2.5067 0.2 -0.1 0.0
H -1.5800 2.6101 4.0087 0.0 0.1 -0.3
S -3.6929 -0.6017 -0.6161 0.0 0.1 0.0
```
Positions in Å, forces in eV/Å.



Entry 2:
This record from the OMol25 dataset describes C35H54N2O8SSi4TeW as an isolated structure at a distorted geometry. The level of theory is ωB97M-V/def2-TZVPD.

Values from the calculation:
ΔE to the lowest compared entry with this formula, charge and spin: 394.1 kJ/mol
HOMO: -7.45 eV
net charge: 0

```
106
Properties=species:S:1:pos:R:3:forces:R:3
C 3.3431 1.5613 -1.1464 0.3 -0.2 0.3
H -2.4910 -4.9231 -0.6251 0.0 0.0 0.0
S -2.6859 3.4013 -0.5250 -0.2 0.8 2.1
Si 3.1938 -2.9615 1.1124 0.1 0.3 0.2
C 0.9306 3.9706 5.4549 0.0 0.0 0.0
O 1.0616 2.2740 1.5361 -0.3 1.3 0.7
H -3.6628 0.2264 -2.4743 0.0 0.0 0.0
H 4.4451 -2.7339 -2.3098 0.0 0.0 0.0
H -3.3920 2.6502 -2.9977 0.0 -0.1 0.0
N 2.2022 2.2264 -0.9946 -0.3 0.5 0.6
C 0.3055 -5.8731 0.7571 0.2 -0.1 0.0
H -2.6188 2.0974 -4.4793 0.0 0.0 0.0
C 2.3323 3.5125 -0.6131 -1.1 0.9 0.1
H 2.9689 -5.5875 -1.6665 0.0 0.0 0.0
C -5.2381 2.5665 -0.9149 0.0 -0.1 0.0
N -1.5040 1.5322 -1.3198 2.5 0.8 -0.1
O 6.1548 4.9675 -1.3861 -0.1 0.0 0.0
H -8.2108 0.1504 0.7188 0.0 0.0 0.0
Si -0.3443 -4.1695 0.3350 -0.4 0.2 0.1
H -7.1125 -1.2266 0.8090 0.0 0.0 0.0
Te 0.5702 -0.4563 -0.3169 0.4 -2.1 -0.5
C -0.5413 2.1424 6.0370 0.0 0.0 0.0
O 1.5824 4.3751 3.2627 -0.1 0.2 0.1
C -1.1555 -3.4145 1.8440 0.1 0.2 0.1
H -2.6072 5.5420 0.4634 0.0 0.0 0.0
H -2.1522 -3.8356 1.9991 0.0 0.0 0.0
C 4.6703 3.4897 -0.4859 -0.2 0.3 -0.5
H 3.5073 -1.4822 -3.1198 0.0 0.0 0.0
H -1.1012 1.5968 6.7834 0.0 0.0 0.0
H 5.4758 1.5720 -1.0052 0.0 0.0 -0.1
H -1.2587 -2.3323 1.7221 -0.1 0.0 0.0
O -0.7142 1.1363 1.9182 -0.4 0.9 -0.1
H 3.2632 0.5219 -1.4445 0.0 0.0 0.1
C 2.3620 -5.2635 -2.5148 -0.1 -0.1 0.2
H -2.2489 -0.7814 -2.1291 0.0 0.0 -0.1
C -4.0592 2.3105 -0.2268 0.0 -0.3 -0.3
C -0.5696 1.7557 4.7194 0.0 0.0 0.0
H -1.1456 0.8959 4.4024 0.0 0.0 0.0
W -0.1543 1.9546 -0.1787 -2.2 -2.3 -2.5
H 3.4431 -5.4420 0.9265 0.0 0.0 0.0
H 1.8030 -2.0347 2.9490 0.1 0.0 0.0
H 3.3201 -2.7013 3.5676 0.0 0.0 0.0
C -6.3058 1.6983 -0.7646 0.0 0.0 0.0
C 3.4673 4.2122 -0.3475 0.8 -0.9 0.0
H -3.7086 4.4598 1.3745 0.0 -0.1 0.0
H 3.8108 -0.5817 0.8337 0.0 0.0 0.1
H 1.4261 -5.8267 -2.4820 0.0 0.0 0.0
H 5.0784 -1.4671 1.6862 0.0 0.0 0.0
H 3.9787 -2.9409 -4.0027 0.0 0.0 0.0
C -1.7427 1.2291 -2.7422 -0.3 -0.7 0.0
C 0.8968 3.5955 4.1079 0.1 0.0 0.0
O -1.6621 3.0307 0.6377 -0.5 0.6 -0.4
H 1.3333 4.2488 2.3347 0.1 -0.2 -0.1
H 1.9825 -3.7776 3.1328 0.0 0.0 0.0
C 4.1121 -4.5782 0.9042 0.0 -0.2 -0.1
C -5.0133 0.3522 0.7327 0.0 0.0 0.0
C -7.3802 -0.3513 0.2195 0.0 0.0 0.0
O 6.7608 3.8855 0.5214 -0.1 0.0 -0.1
C 0.1355 1.9567 2.3844 0.9 -1.0 -0.4
H 0.2658 3.5670 7.4322 0.0 0.0 0.0
H 4.6663 -4.6149 -0.0365 0.0 0.0 0.0
C 0.1625 2.4541 3.7476 -0.2 -0.1 0.1
O 0.1395 3.5327 -1.3856 0.0 0.6 1.5
H -2.0394 -3.3381 -1.2732 0.0 0.0 0.0
H -7.7409 -0.6913 -0.7519 0.0 0.0 0.0
C 3.6437 -2.5631 -3.0330 0.2 0.1 0.1
H 1.5173 4.8385 5.7230 0.0 0.0 0.0
C -6.2106 0.5798 0.0627 0.0 0.0 0.0
C -0.4340 0.9313 -3.4921 0.1 0.0 0.0
H 0.7557 -3.8104 -4.5987 0.0 0.0 0.0
C 4.5732 2.1598 -0.8994 -0.2 -0.2 0.1
C -2.6450 -0.0101 -2.7939 -0.1 0.0 0.1
C -2.4325 2.3993 -3.4484 0.0 0.1 0.1
H -0.5371 -6.5422 0.9497 0.0 0.0 0.0
H 0.9383 -5.8539 1.6475 0.0 0.0 0.0
H 3.4483 5.2515 -0.0542 0.0 0.0 0.0
C 4.3597 -1.5264 0.8653 0.0 0.1 -0.2
H 4.9183 -1.6089 -0.0707 0.0 0.0 0.0
C 0.7538 -3.0365 -3.8269 -0.2 0.1 0.0
H -2.9973 1.0045 1.1069 0.0 0.0 0.0
H 0.8980 -6.3032 -0.0538 -0.1 0.0 0.0
C -1.6545 -4.3225 -0.9923 0.0 0.0 -0.2
Si 2.0581 -3.4138 -2.5326 0.0 0.2 -0.3
H 2.8916 -5.5335 -3.4322 0.0 0.0 0.0
H -0.5636 -3.5801 2.7469 0.0 0.0 0.0
H 4.8265 -4.6846 1.7250 0.0 0.0 0.0
H -0.2531 -2.9887 -3.4054 0.0 0.0 0.0
H -0.5924 1.0990 -4.5588 0.0 -0.1 0.0
Si 1.3999 -2.7895 -0.3858 0.5 -0.6 0.2
H -7.2286 1.8956 -1.2968 0.0 0.0 0.0
O 0.5673 4.8559 0.3928 0.4 0.6 -0.3
C 6.0215 4.1938 -0.4235 0.3 0.0 0.3
C -3.9267 1.2039 0.5907 0.0 0.0 0.0
H -1.8042 3.2907 -3.4528 0.0 0.0 0.0
H -1.2704 -4.7936 -1.9007 0.0 0.0 0.0
C 0.9772 4.1337 -0.4830 0.0 0.0 -0.7
H -0.1185 -0.1018 -3.3558 0.0 0.0 0.1
H 0.9518 -2.0760 -4.3076 0.0 0.0 0.0
H 0.3793 1.5802 -3.1680 0.0 0.1 0.0
C 0.2271 3.2544 6.3962 0.0 0.0 0.0
C -3.3878 4.7857 0.3895 0.0 0.4 -0.3
H -5.3324 3.4276 -1.5671 0.0 0.0 0.0
H -2.6747 -0.4111 -3.8086 0.0 0.0 0.0
H -4.2272 5.1795 -0.1841 0.0 0.0 0.0
C 2.5106 -2.8625 2.8515 -0.2 0.0 0.1
H -4.9171 -0.5177 1.3713 0.0 0.0 0.0
```
Positions in Å, forces in eV/Å.



Entry 3:
This record from the OMol25 dataset describes C35H54N4OP2PdS3 as an isolated structure. The level of theory is ωB97M-V/def2-TZVPD.

Values from the calculation:
ΔE to the lowest compared entry with this formula, charge and spin: 0.0 kJ/mol
HOMO: -6.48 eV
net charge: 0

```
100
Properties=species:S:1:pos:R:3:forces:R:3
H -4.6089 3.6799 -0.3479 0.0 0.0 0.0
C 1.2584 -4.3870 -2.6930 0.0 0.0 0.0
H 4.2968 0.9687 1.6543 0.0 0.0 0.0
C -2.2245 1.1028 -4.6110 0.0 0.0 0.0
H 2.5238 1.6016 -1.5130 0.0 0.0 0.0
H 1.0780 3.4713 -1.0082 0.0 0.0 0.0
H 1.9062 -4.7508 -3.4901 0.0 0.0 0.0
H -2.7105 3.4938 3.0573 0.0 0.0 0.0
H -0.6462 4.8287 1.3036 0.0 0.0 0.0
H 1.6754 -2.8700 -1.1935 0.1 0.0 -0.1
H 3.0905 -0.0370 -1.1958 0.0 0.1 -0.1
H -2.1340 1.2500 5.1901 0.0 0.0 0.0
C -1.0025 0.2060 -4.4611 0.0 0.0 -0.1
O 0.4653 -0.3315 -0.8189 -0.3 0.3 0.2
C -3.1255 0.6412 -3.4651 -0.1 0.0 0.0
H 2.1952 0.5397 -4.9611 0.0 0.0 0.0
H -0.8201 -5.1180 -2.7754 0.0 0.0 0.0
C 1.6240 -2.9523 -2.2848 0.2 0.1 0.1
H 1.3744 -5.0576 -1.8428 0.0 0.0 0.0
H -0.1083 0.6207 -4.9247 0.0 0.0 0.0
C 4.2937 -0.1107 1.6278 0.2 -0.1 0.0
H -4.7404 -0.5236 0.4548 0.0 0.0 0.0
C -1.8242 3.4842 3.6905 0.0 0.0 -0.1
H -5.8235 1.5245 -0.4250 0.0 0.0 0.0
C -0.2037 -4.3120 -3.1702 0.0 0.0 0.0
C -4.8230 1.5692 -0.0151 0.0 0.0 0.0
C 1.9394 2.5221 1.2792 0.0 0.0 0.0
H -1.1889 -0.7827 -4.9035 0.0 0.0 0.0
C -4.1412 2.7778 0.0250 0.0 0.0 0.0
C -0.6170 -3.4247 2.5016 0.1 0.2 0.3
H 0.7817 1.3104 4.3900 0.0 0.1 0.0
H -2.3581 3.7909 0.5980 0.0 0.0 0.0
H -2.0740 -6.0915 3.9898 0.0 0.0 0.0
S 4.8969 -2.5482 1.8004 0.0 0.1 0.0
H -3.8056 1.4216 -3.1275 0.0 0.0 0.0
H 6.3173 -0.6041 2.3145 0.0 0.0 0.0
C -4.2184 0.4240 0.4766 0.0 -0.1 0.0
C -2.1565 0.2254 -2.3499 -0.1 -0.1 0.3
C 5.3431 -0.9030 1.9699 0.0 0.0 0.0
C 2.4471 -0.2074 -4.1995 0.0 0.0 -0.1
Pd 0.2288 -0.5393 1.3707 -0.4 0.0 -0.4
H -3.7326 -0.2102 -3.7771 0.0 0.0 0.0
H 2.0782 -1.1764 -4.5380 0.0 0.0 0.0
H 0.8521 3.0682 4.1327 0.0 0.0 0.0
N 3.1639 -0.7691 1.2289 0.0 0.0 -0.1
H 4.5307 -0.0075 -4.8317 0.0 0.0 0.0
H -2.1658 3.5787 4.7241 0.0 0.0 0.0
C -0.3757 -2.6464 3.6451 0.1 -0.2 -0.4
H 2.6298 3.2086 0.7794 0.0 0.0 0.0
C 2.8710 0.6851 -1.9896 0.0 0.1 0.3
H 0.6574 4.5843 2.4695 0.0 0.0 0.0
H -0.6687 3.3409 -0.8250 0.0 0.0 0.0
C -1.5961 -5.1249 3.8956 -0.1 -0.1 0.0
H -1.0463 -2.9952 -1.6639 0.0 0.0 -0.1
C -2.0012 1.0781 4.1195 0.0 -0.1 -0.1
H -2.4533 -0.4292 1.3420 0.0 0.0 0.0
C 0.2114 2.2382 4.4319 0.0 -0.1 0.0
S -0.1795 -2.7893 0.9263 0.1 0.0 0.0
H -1.3912 -5.2798 1.7653 0.0 0.0 0.0
H 4.2700 -1.1481 -3.5092 0.0 0.0 0.0
C -1.2131 -4.6718 2.6433 0.0 0.0 0.0
N 1.8468 0.1504 -2.9078 -0.1 -0.3 -0.1
H -1.7021 -4.6872 5.9950 0.0 0.0 0.0
H 2.5755 -2.6158 -2.7029 0.0 0.0 0.0
C -2.8626 2.8360 0.5557 0.1 0.0 0.0
N 0.5227 -2.1246 -2.7991 -0.1 0.5 0.1
C 4.0803 0.9151 -2.8861 0.0 0.0 0.0
H -1.4814 -2.5353 -3.3303 0.0 0.0 0.0
C -0.6901 -2.9451 -2.7014 -0.1 0.0 0.1
H 0.3198 1.8812 -0.8721 0.0 -0.1 -0.1
H -2.4520 -0.7279 -1.9011 0.0 0.1 0.0
C -1.0556 2.1626 3.5743 0.0 0.0 0.0
P -0.5832 1.6582 1.8173 0.2 0.1 0.1
H -2.6940 1.0140 -5.5896 0.0 0.0 0.0
N -0.8499 0.1283 -3.0124 0.3 -0.1 0.0
H -2.1092 0.9640 -1.5514 0.0 0.0 0.0
P 0.4751 -0.5328 -2.2906 0.2 -0.4 -0.3
H 2.1760 2.5217 2.3446 0.0 0.0 0.0
H 1.0293 5.0347 0.8132 0.0 0.0 0.0
C -2.2326 1.6847 1.0297 0.0 0.0 0.0
C 3.3454 -2.0523 1.2736 -0.1 0.0 0.1
H 5.0130 0.8779 -2.3251 0.0 0.0 0.0
H 4.0142 1.8918 -3.3703 0.0 0.0 0.0
H -2.9819 1.1515 3.6492 0.0 0.0 0.0
H -1.9275 2.1429 -4.4655 0.0 0.0 0.0
S 0.5295 -1.1465 3.4911 -0.1 0.0 0.3
H -0.0756 2.4060 5.4729 0.0 0.0 0.0
H -1.2238 4.3598 3.4697 0.1 0.1 0.0
C -1.3886 -4.3380 5.0196 0.0 0.0 0.1
C 0.2807 2.9061 -0.5169 -0.1 0.0 0.0
C 0.4992 2.9744 1.0005 0.0 0.0 -0.1
H -0.6160 -2.4752 5.7649 0.0 0.0 0.0
C -0.7824 -3.0977 4.8945 0.0 -0.1 0.0
C 3.9496 -0.1916 -3.9291 0.0 0.0 0.0
C -2.9309 0.4794 0.9889 0.0 -0.1 -0.1
H 2.5579 -2.7625 1.0552 0.0 0.0 0.0
H -0.2451 -4.3607 -4.2593 0.0 0.0 0.0
H 2.1008 1.5132 0.8969 0.0 0.0 0.0
H -1.6129 0.0688 3.9851 0.0 0.1 0.0
C 0.3594 4.4331 1.4332 0.0 0.0 0.1
```
Positions in Å, forces in eV/Å.